C25H47Cl2LuNO3Si2 | ωB97M-V/def2-TZVPD

Positions of all 81 atoms, in Å:
O  0.01  3.94  -0.13
O  -2.08  4.52  0.98
C  1.02  4.57  0.73
C  2.38  4.47  0.12
H  0.94  3.99  1.65
H  0.76  5.63  0.89
H  2.64  3.42  -0.04
H  3.12  4.93  0.79
H  2.39  5.00  -0.83
C  -0.28  4.66  -1.38
C  -0.50  6.13  -1.20
H  -1.18  4.17  -1.74
H  0.53  4.42  -2.08
H  -1.26  6.38  -0.45
H  -0.88  6.53  -2.15
H  0.43  6.64  -0.97
C  -3.33  4.04  0.34
C  -2.04  5.06  2.35
C  -3.94  5.13  -0.49
H  -3.98  3.72  1.15
H  -3.01  3.18  -0.27
H  -4.16  6.00  0.12
H  -4.87  4.80  -0.94
H  -3.27  5.44  -1.30
C  -2.68  6.42  2.39
H  -0.98  5.12  2.61
H  -2.53  4.33  3.00
H  -2.27  7.08  1.63
H  -2.50  6.90  3.35
H  -3.76  6.36  2.25
H  -1.13  4.14  0.52
Lu  0.18  -0.05  -0.04
C  -0.56  1.07  1.79
Si  -0.99  0.65  3.56
H  0.43  1.62  1.66
H  -1.27  1.65  1.15
C  -0.19  1.93  4.67
C  -0.37  -1.02  4.13
C  -2.86  0.64  3.68
C  1.10  0.95  -1.82
Si  0.04  0.94  -3.33
H  1.72  -0.02  -1.75
H  1.78  1.80  -1.67
C  0.51  2.41  -4.41
C  -1.82  0.99  -2.96
C  0.43  -0.65  -4.26
H  -3.30  1.48  3.13
H  -3.14  0.71  4.73
H  -3.27  -0.29  3.26
H  0.86  2.08  4.39
H  -0.23  1.57  5.71
H  -0.70  2.90  4.58
H  0.65  -1.24  3.81
H  -1.01  -1.85  3.79
H  -0.39  -1.00  5.24
H  -2.21  1.96  -3.30
H  -2.14  0.88  -1.91
H  -2.33  0.21  -3.55
H  -0.10  -0.65  -5.23
H  0.16  -1.56  -3.71
H  1.51  -0.68  -4.45
H  0.22  2.20  -5.45
H  1.60  2.54  -4.36
H  0.04  3.34  -4.07
Cl  4.33  -1.85  1.83
C  3.25  -2.77  0.89
C  3.47  -4.10  0.52
C  2.54  -4.79  -0.26
Cl  2.84  -6.43  -0.65
C  1.32  -4.21  -0.75
C  0.30  -4.83  -1.53
C  -0.83  -4.13  -1.92
C  -0.97  -2.80  -1.52
N  -0.07  -2.20  -0.70
C  1.10  -2.87  -0.37
C  2.08  -2.15  0.44
O  1.88  -0.88  0.73
H  4.37  -4.58  0.86
H  0.45  -5.88  -1.81
H  -1.62  -4.58  -2.52
H  -1.81  -2.15  -1.79

Values from the calculation:
Gap between HOMO and LUMO (eV): 6.97
LUMO level (eV): -2.91
Total charge: +1
Relative energy (zero: lowest compared OMol25 entry of this formula, charge and spin) (kcal/mol): 30.6
Spin multiplicity: 1
Largest force on an atom (Eh/bohr): 0.040

Atomic partial charges in e from the Mulliken method, atoms 1 to 6: number 1, O, carries -0.132; number 2, O, carries 0.193; number 3, C, carries -0.251; number 4, C, carries -1.402; number 5, H, carries 0.258; number 6, H, carries 0.354